Model A:
DFT (ωB97M-V/def2-TZVPD) results for a single C5H6O3 molecule.

Values from the calculation:
HOMO: -8.9053 eV
SMILES string: C1=C2OCO[C@@H]2CO1
frontier orbital gap: 9.8258 eV
charge: 0
LUMO level: 0.92 eV

The geometry in XYZ format:
```
14
C5H6O3, DFT ωB97M-V/def2-TZVPD
C -0.793 1.168 -0.321
C 0.155 0.665 0.380
O 1.480 1.069 0.165
C 2.018 -0.289 -0.079
O 0.878 -1.061 -0.497
C -0.249 -0.775 0.486
C -1.568 -0.926 -0.032
O -2.124 0.435 -0.072
H -0.920 2.311 -0.536
H 2.720 -0.671 0.703
H 2.618 -0.288 -0.950
H 0.057 -0.982 1.618
H -2.233 -1.483 0.680
H -1.488 -1.486 -0.894
```

natural (NBO) atomic charge list, values in e, 6 entries: C 0.062; C 0.196; O -0.484; C 0.199; O -0.526; C 0.021

Model B:
DFT (ωB97M-V/def2-TZVPD) results for a single C5H6O3 molecule.

Values from the calculation:
HOMO: -10.5305 eV
SMILES string: C/C(=C/C=O)C(=O)O
frontier orbital gap: 9.2618 eV
charge: 0
LUMO level: -1.27 eV

The geometry in XYZ format:
```
14
C5H6O3, DFT ωB97M-V/def2-TZVPD
C -1.742 -0.357 0.957
C -0.293 -0.220 0.165
C 0.720 -1.182 -0.072
C 2.112 -0.755 -0.462
O 2.520 0.465 -0.681
C -0.556 1.285 -0.600
O -1.726 1.648 -0.732
O 0.475 2.143 -1.107
H -1.642 -1.375 1.150
H -2.653 -0.184 0.390
H -1.786 0.283 1.924
H 0.299 -2.034 0.678
H 3.018 -1.334 -0.106
H 1.254 1.617 -1.503
```

natural (NBO) atomic charge list, values in e, 6 entries: C -0.632; C 0.091; C -0.404; C 0.367; O -0.558; C 0.752

Bottom line: model B, by a margin of 26.5 kcal/mol.

Model A:
DFT (ωB97M-V/def2-TZVPD) results for a molecular structure, C5H6O3.

Values from the calculation:
HOMO: -9.3868 eV
frontier orbital gap: 9.7541 eV
charge: 0
LUMO level: 0.37 eV

The geometry in XYZ format:
```
14
C5H6O3, DFT ωB97M-V/def2-TZVPD
C 0.087 0.697 -0.077
C 0.443 -0.529 -0.998
C -0.801 -0.989 0.629
C 0.439 -0.213 1.155
C -1.347 0.425 0.221
H 1.172 2.347 -1.172
H 1.639 -0.734 -0.924
H 0.342 -0.231 -2.125
H -0.953 -1.910 1.152
H -0.028 0.352 1.885
H 1.370 -0.687 1.360
O 0.272 2.102 -0.547
O -0.262 -1.604 -0.517
O -2.373 0.975 -0.040
```

natural (NBO) atomic charge list, values in e, 6 entries: C 0.121; C -0.082; C -0.036; C -0.438; C 0.559; H 0.493

Model B:
DFT (ωB97M-V/def2-TZVPD) results for a single C5H6O3 molecule.

Values from the calculation:
HOMO: -10.1917 eV
SMILES string: C=CCC(=O)C(=O)O
frontier orbital gap: 9.3611 eV
charge: 0
LUMO level: -0.83 eV

The geometry in XYZ format:
```
14
C5H6O3, DFT ωB97M-V/def2-TZVPD
C -1.631 -0.328 1.166
C -1.489 -0.135 -0.223
C -0.445 0.631 -0.885
C 0.786 0.978 -0.198
O 1.048 2.158 0.184
C 1.725 -0.155 0.091
O 2.803 -0.069 0.765
O 1.417 -1.328 -0.559
H -2.391 -0.858 1.769
H -1.135 0.527 1.875
H -1.760 -0.941 -1.029
H 0.163 0.085 -1.642
H -0.754 1.647 -1.236
H 1.663 -2.212 -0.077
```

natural (NBO) atomic charge list, values in e, 6 entries: C -0.392; C -0.179; C -0.565; C 0.463; O -0.461; C 0.670

Model C:
DFT (ωB97M-V/def2-TZVPD) results for a single C5H6O3 molecule.

Values from the calculation:
HOMO: -9.3186 eV
SMILES string: O=CC1[C@H]2OCO[C@H]12
frontier orbital gap: 9.5705 eV
charge: 0
LUMO level: 0.25 eV

The geometry in XYZ format:
```
14
C5H6O3, DFT ωB97M-V/def2-TZVPD
O -0.334 0.835 -3.115
C 0.032 0.270 -2.123
C -0.565 0.624 -0.796
C -0.709 -0.478 0.329
O 0.012 -1.503 1.038
C 0.583 -0.773 2.093
O 0.524 0.674 1.786
C 0.303 0.578 0.383
H 0.694 -0.613 -2.168
H -1.462 1.158 -0.809
H -1.703 -0.269 0.821
H 1.687 -1.016 2.204
H 0.077 -0.918 3.041
H 1.231 0.287 -0.079
```

natural (NBO) atomic charge list, values in e, 6 entries: O -0.482; C 0.412; C -0.236; C 0.020; O -0.506; C 0.219

Bottom line: model B, by a margin of 45.2 kcal/mol.

Model A:
DFT (ωB97M-V/def2-TZVPD) results for 2 unconnected molecules or ions with the total composition C6H17N2.

Values from the calculation:
HOMO: -13.1934 eV
frontier orbital gap: 9.9740 eV
charge: +1
LUMO level: -3.22 eV

The geometry in XYZ format:
```
25
C6H17N2, DFT ωB97M-V/def2-TZVPD
C -2.123 1.233 -1.286
N -3.572 1.321 -1.379
C -1.784 1.067 0.187
N -0.297 1.029 0.415
H -1.679 2.156 -1.653
H -1.686 0.387 -1.834
H -3.835 1.636 -2.302
H -3.974 0.404 -1.259
H -2.184 0.135 0.584
H -2.192 1.884 0.777
H -0.101 0.923 1.404
H 0.258 0.323 -0.097
H 0.085 1.944 0.148
C 1.687 -2.355 -1.020
C 1.417 -1.623 0.263
C 2.257 -0.695 0.744
C 2.206 -0.047 2.098
H 2.592 -2.017 -1.520
H 1.767 -3.426 -0.833
H 0.858 -2.244 -1.726
H 0.557 -1.978 0.827
H 3.103 -0.448 0.112
H 1.294 -0.300 2.642
H 3.061 -0.352 2.700
H 2.286 1.042 2.006
```

natural (NBO) atomic charge list, values in e, 6 entries: C -0.238; N -0.814; C -0.223; N -0.687; H 0.203; H 0.178

Model B:
DFT (ωB97M-V/def2-TZVPD) results for 2 unconnected molecules or ions with the total composition C6H17N2.

Values from the calculation:
HOMO: -13.3194 eV
frontier orbital gap: 5.2482 eV
charge: +1
LUMO level: -8.07 eV

The geometry in XYZ format:
```
25
C6H17N2, DFT ωB97M-V/def2-TZVPD
N -2.453 -0.200 2.238
C -2.544 0.292 -1.284
C -1.239 -0.472 -1.247
N -0.412 0.073 -0.187
C 3.189 1.010 -0.279
C 1.742 1.056 0.099
C 0.946 -0.246 -0.315
C 1.237 -1.473 0.577
H -2.506 0.247 3.140
H -1.862 0.223 1.548
H -3.169 0.109 -0.420
H -2.214 1.333 -1.279
H -3.112 0.146 -2.198
H -0.668 -0.384 -2.187
H -1.280 -1.533 -0.973
H -3.380 -0.053 1.846
H 3.791 0.256 0.242
H 3.285 0.774 -1.346
H 3.717 1.946 -0.095
H 1.255 1.789 -0.550
H 1.609 1.286 1.159
H 1.322 -0.501 -1.315
H 0.814 -1.304 1.563
H 0.839 -2.380 0.132
H 2.315 -1.589 0.713
```

natural (NBO) atomic charge list, values in e, 6 entries: N -1.076; C -0.622; C -0.334; N 0.209; C -0.626; C -0.352

Bottom line: model A, by a margin of 79.4 kcal/mol.

Model A:
DFT (ωB97M-V/def2-TZVPD) results for a gas-phase ion, C6H17N2 (charge +1).

Values from the calculation:
HOMO: -13.6109 eV
SMILES string: CCCNC[C@@H](C)[NH3+]
frontier orbital gap: 10.5212 eV
charge: +1
LUMO level: -3.09 eV

The geometry in XYZ format:
```
25
C6H17N2, DFT ωB97M-V/def2-TZVPD
C -1.303 -2.922 0.239
C -1.650 -1.638 0.950
C -1.742 -0.421 0.035
N -0.493 -0.052 -0.653
C 0.635 0.142 0.255
C 1.223 1.597 0.196
C 2.643 1.653 -0.345
N 0.316 2.373 -0.731
H -1.350 -3.790 0.895
H -1.913 -3.230 -0.610
H -0.288 -2.989 -0.178
H -2.620 -1.844 1.417
H -1.106 -1.444 1.873
H -2.155 0.432 0.578
H -2.508 -0.706 -0.682
H -0.262 -0.799 -1.271
H 0.425 -0.108 1.275
H 1.435 -0.556 0.006
H 1.219 1.994 1.207
H 3.433 2.105 0.239
H 3.057 0.652 -0.506
H 2.730 2.007 -1.378
H 0.233 3.359 -0.495
H -0.597 1.898 -0.670
H 0.640 2.286 -1.647
```

natural (NBO) atomic charge list, values in e, 6 entries: C -0.635; C -0.442; C -0.228; N -0.672; C -0.253; C -0.071

Model B:
DFT (ωB97M-V/def2-TZVPD) results for 2 unconnected molecules or ions with the total composition C6H17N2.

Values from the calculation:
HOMO: -13.1946 eV
frontier orbital gap: 5.7062 eV
charge: +1
LUMO level: -7.49 eV

The geometry in XYZ format:
```
25
C6H17N2, DFT ωB97M-V/def2-TZVPD
N -3.580 2.419 0.396
C -0.276 -0.100 0.615
C 1.135 0.043 0.916
C 1.877 0.811 -0.213
C 3.255 1.262 0.210
C -0.898 -1.433 0.653
N -0.567 -2.331 -0.447
C -1.081 -1.920 -1.771
H -2.665 2.479 -0.041
H -4.140 1.787 -0.160
H -3.418 2.059 1.329
H -0.939 0.701 0.958
H 1.510 -0.988 0.943
H 1.428 0.442 1.893
H 1.887 0.310 -1.180
H 1.316 1.729 -0.434
H 3.911 0.400 0.344
H 3.236 1.854 1.123
H 3.710 1.876 -0.564
H -1.984 -1.445 0.712
H -0.481 -1.922 1.545
H 0.381 -2.608 -0.492
H -2.061 -2.359 -1.953
H -1.152 -0.827 -1.823
H -0.401 -2.241 -2.556
```

natural (NBO) atomic charge list, values in e, 6 entries: N -1.052; C 0.484; C -0.572; C -0.374; C -0.605; C -0.377

Bottom line: model A, by a margin of 74.4 kcal/mol.

Model A:
DFT (ωB97M-V/def2-TZVPD) results for 2 unconnected molecules or ions with the total composition C3H3N2O.

Values from the calculation:
HOMO: -17.5418 eV
frontier orbital gap: 10.5671 eV
charge: +1
LUMO level: -6.97 eV

The geometry in XYZ format:
```
9
C3H3N2O, DFT ωB97M-V/def2-TZVPD
C -0.308 -0.609 0.274
C 1.063 -0.420 0.353
C 1.885 -0.852 -0.645
N -2.651 2.837 -0.213
N -2.204 1.851 -0.099
O 2.571 -1.224 -1.497
H -0.992 -0.524 1.230
H -0.763 -0.930 -0.712
H 1.399 -0.131 1.309
```

natural (NBO) atomic charge list, values in e, 6 entries: C -0.031; C -0.531; C 0.919; N 0.077; N -0.069; O -0.225

Model B:
DFT (ωB97M-V/def2-TZVPD) results for a gas-phase ion, C3H3N2O (charge +1).

Values from the calculation:
HOMO: -16.6241 eV
frontier orbital gap: 9.3884 eV
charge: +1
LUMO level: -7.24 eV

The geometry in XYZ format:
```
9
C3H3N2O, DFT ωB97M-V/def2-TZVPD
C 1.157 1.463 -0.043
C -0.006 -1.343 0.025
C -0.837 0.796 0.029
N 1.172 -0.934 -0.066
N 1.401 0.301 -0.101
O -0.997 -0.472 -0.016
H -0.182 -2.454 -0.077
H -0.946 1.224 1.044
H -0.761 1.420 -0.795
```

natural (NBO) atomic charge list, values in e, 6 entries: C 0.345; C 0.442; C 0.293; N -0.212; N -0.217; O -0.411

Bottom line: model A, by a margin of 121.2 kcal/mol.

Model A:
DFT (ωB97M-V/def2-TZVPD) results for 15 unconnected molecules or ions with the total composition H30O15.

Values from the calculation:
HOMO: -10.2054 eV
frontier orbital gap: 10.1131 eV
charge: 0
LUMO level: -0.09 eV

The geometry in XYZ format:
```
45
H30O15, DFT ωB97M-V/def2-TZVPD
O 1.975 -0.404 -2.426
H 2.638 -0.318 -3.097
H 1.066 -0.462 -2.813
O -1.857 0.008 2.378
H -2.472 -0.182 3.052
H -2.112 0.790 1.941
O -2.316 1.890 0.415
H -2.215 2.838 0.501
H -1.725 1.856 -0.305
O 0.004 0.257 -0.336
H -0.125 -0.681 -0.401
H 0.193 0.487 0.607
O -0.469 2.507 -1.629
H -0.252 1.558 -1.544
H 0.232 2.975 -2.095
O 2.966 -0.061 3.183
H 2.154 0.080 2.692
H 2.789 0.304 4.032
O 0.502 -2.750 -1.490
H 0.531 -3.639 -1.185
H 1.461 -2.623 -1.529
O 0.870 1.373 1.935
H 0.220 1.404 2.655
H 0.828 2.278 1.627
O 0.927 3.623 0.369
H 1.875 3.577 0.425
H 0.790 2.842 -0.175
O 2.478 -0.999 0.515
H 1.733 -1.442 0.837
H 2.073 -0.381 -0.026
O 0.097 -2.298 1.592
H -0.560 -1.634 1.546
H -0.407 -3.093 1.442
O -2.056 -2.954 -2.296
H -2.621 -2.425 -1.743
H -1.175 -2.839 -1.936
O -2.574 -1.897 0.055
H -2.874 -1.387 0.801
H -2.354 -2.743 0.397
O 2.902 1.596 -0.634
H 2.452 1.110 -1.341
H 3.684 1.036 -0.493
O -3.111 -0.038 -2.042
H -2.886 0.001 -1.130
H -3.280 0.856 -2.329
```

natural (NBO) atomic charge list, values in e, 6 entries: O -0.974; H 0.487; H 0.505; O -0.987; H 0.475; H 0.506

Model B:
DFT (ωB97M-V/def2-TZVPD) results for 15 unconnected molecules or ions with the total composition H30O15.

Values from the calculation:
HOMO: -10.2169 eV
frontier orbital gap: 10.0702 eV
charge: 0
LUMO level: -0.15 eV

The geometry in XYZ format:
```
45
H30O15, DFT ωB97M-V/def2-TZVPD
O -2.558 -2.157 -2.329
H -2.869 -1.317 -2.578
H -2.137 -2.184 -1.356
O -3.678 -1.539 2.357
H -3.486 -2.060 3.155
H -2.882 -1.104 1.994
O 3.970 -1.183 -1.616
H 4.147 -1.838 -0.891
H 4.607 -0.508 -1.859
O -0.241 1.151 2.644
H 0.360 1.811 2.412
H -0.515 1.306 3.633
O 1.452 4.539 0.424
H 2.222 4.526 0.990
H 2.005 4.422 -0.440
O 2.604 1.489 -1.396
H 2.188 1.044 -2.080
H 2.107 2.341 -1.375
O -2.311 3.214 2.398
H -2.535 2.433 2.653
H -2.966 3.628 1.878
O -0.765 2.084 -0.563
H 0.262 1.920 -0.472
H -0.775 1.567 -1.347
O 1.994 -2.138 0.518
H 1.092 -2.193 0.267
H 2.745 -1.828 -0.020
O 1.513 -4.763 -1.592
H 1.529 -3.874 -1.089
H 1.185 -4.573 -2.501
O -1.334 4.487 -0.590
H -1.639 4.989 0.148
H -1.013 3.719 -0.123
O 0.182 -1.906 -3.451
H -0.623 -1.998 -4.139
H 0.245 -2.791 -3.176
O -0.307 -0.476 -1.253
H 0.057 -0.752 -2.042
H 0.097 -0.809 -0.512
O -1.650 -0.495 1.061
H -1.798 0.424 0.565
H -1.109 -0.092 1.781
O 0.250 -2.401 3.243
H 0.436 -3.183 2.545
H -0.055 -2.930 4.123
```

natural (NBO) atomic charge list, values in e, 6 entries: O -0.982; H 0.473; H 0.509; O -0.996; H 0.460; H 0.497

Bottom line: model A, by a margin of 99.9 kcal/mol.